C48H140N12O16 | ωB97M-V with the def2-TZVPD basis set

- HOMO-LUMO gap: 9.14 eV
- Total charge: 0
- Strongest force on any atom: 3.6 eV Å⁻¹
- Calculated total energy: -102675.257 eV
- E_HOMO: -9.0 eV

Each line ends with the Löwdin charge.
CARTESIAN COORDINATES (ANGSTROEM)
O (-9.95716, 3.28688, 1.94439)  -0.055
H (-9.03155, 3.35440, 1.71003)  0.028
H (-10.30130, 2.60400, 1.36865)  0.027
O (-2.41143, 3.10553, 7.59354)  -0.052
H (-2.03577, 3.63610, 6.89096)  0.026
H (-2.06896, 2.22519, 7.43880)  0.025
O (-3.72805, -3.51425, -3.29356)  -0.055
H (-3.45969, -4.00358, -2.51588)  0.029
H (-3.00715, -3.63244, -3.91208)  0.026
O (-0.40369, 6.43437, 4.21502)  -0.053
H (0.14563, 6.38435, 3.43274)  0.024
H (-0.00881, 7.12942, 4.74152)  0.029
C (9.12949, -1.47201, 1.88097)  -0.065
C (10.53254, -0.90098, 2.10829)  -0.454
C (11.57693, -1.87811, 2.64389)  -0.200
O (12.84872, -1.24854, 2.81598)  -0.171
C (12.85432, -0.55803, 4.04509)  -0.129
N (10.98889, -0.35877, 0.84695)  0.030
H (8.65956, -1.93850, 2.74679)  0.070
H (9.10373, -2.28686, 1.15747)  0.075
H (8.39574, -0.71064, 1.61635)  0.076
H (10.44124, -0.01884, 2.74201)  0.126
H (11.80801, -2.61307, 1.87284)  0.129
H (11.14176, -2.33837, 3.53096)  0.123
H (12.79264, -1.16725, 4.94684)  0.090
H (12.12785, 0.25351, 4.08680)  0.079
H (13.74287, 0.05867, 4.18024)  0.085
H (11.08555, -1.14997, 0.22666)  0.068
H (11.92822, -0.00511, 0.95955)  0.068
C (9.55216, -11.22824, 2.91466)  -0.066
C (8.85095, -10.25470, 2.02093)  -0.455
C (8.96626, -8.80951, 2.44818)  -0.202
O (8.58269, -8.60908, 3.79887)  -0.199
C (7.22081, -8.60247, 4.05368)  -0.120
N (9.33563, -10.34381, 0.62499)  0.036
H (9.44941, -12.23130, 2.50064)  0.073
H (9.13401, -11.41895, 3.90304)  0.080
H (10.62129, -11.02017, 2.95656)  0.087
H (7.79018, -10.50191, 1.97931)  0.126
H (8.35681, -8.14410, 1.83672)  0.124
H (9.99024, -8.43683, 2.42163)  0.131
H (6.71701, -9.40853, 3.52025)  0.079
H (6.88750, -7.70611, 3.53067)  0.083
H (6.93832, -8.53736, 5.10443)  0.095
H (9.40732, -11.31650, 0.36260)  0.065
H (10.24785, -9.91170, 0.58991)  0.064
C (-8.98756, 1.10930, -8.19703)  -0.063
C (-10.29109, 0.70210, -7.45798)  -0.413
C (-11.50596, 0.77395, -8.35784)  -0.231
O (-11.74470, 2.11312, -8.73021)  -0.177
C (-12.78996, 2.23559, -9.63346)  -0.128
N (-10.14391, -0.62791, -6.83547)  0.030
H (-8.97092, 0.54687, -9.13056)  0.071
H (-8.07181, 0.71283, -7.75850)  0.065
H (-8.85256, 2.17150, -8.40096)  0.074
H (-10.43649, 1.47742, -6.70577)  0.134
H (-12.39011, 0.37075, -7.86407)  0.124
H (-11.35002, 0.10734, -9.20601)  0.124
H (-12.41712, 1.89653, -10.59996)  0.084
H (-13.05720, 3.27466, -9.82584)  0.091
H (-13.62431, 1.57461, -9.39876)  0.088
H (-9.86498, -1.33752, -7.49785)  0.064
H (-9.34691, -0.71014, -6.22055)  0.064
C (1.48170, -7.31833, -0.04738)  -0.060
C (1.13985, -8.43706, -1.10070)  -0.398
C (1.76191, -9.80267, -0.80657)  -0.185
O (1.87226, -10.67516, -1.97604)  -0.202
C (3.03702, -10.46564, -2.77638)  -0.108
N (-0.34336, -8.60068, -1.19667)  0.024
H (2.56769, -7.23260, -0.01027)  0.068
H (1.29153, -7.63395, 0.97844)  0.065
H (0.93558, -6.38379, -0.17579)  0.072
H (1.50182, -8.04401, -2.05075)  0.125
H (1.14862, -10.33931, -0.08269)  0.120
H (2.74287, -9.77551, -0.33216)  0.114
H (3.03705, -11.04880, -3.69726)  0.087
H (3.91547, -10.80204, -2.22568)  0.079
H (3.20291, -9.40680, -2.97496)  0.078
H (-0.67489, -9.09615, -0.38138)  0.060
H (-0.53828, -9.26127, -1.93540)  0.061
C (-0.73761, -1.31379, -11.40172)  -0.077
C (0.06492, -1.78427, -10.20873)  -0.415
C (-0.72676, -1.62009, -8.84711)  -0.240
O (-0.20545, -2.32509, -7.79904)  -0.193
C (0.59972, -1.54124, -6.91634)  -0.088
N (0.38680, -3.20684, -10.43069)  0.037
H (-0.18891, -1.16644, -12.33195)  0.080
H (-1.15642, -0.32987, -11.19058)  0.076
H (-1.56715, -1.99348, -11.59656)  0.077
H (1.00929, -1.24855, -10.11262)  0.127
H (-1.74007, -2.00255, -8.96966)  0.125
H (-0.88602, -0.58834, -8.53368)  0.118
H (1.11278, -2.13233, -6.15774)  0.085
H (-0.11255, -0.94859, -6.34228)  0.083
H (1.32647, -0.86157, -7.36126)  0.090
H (0.53798, -3.61876, -9.52098)  0.058
H (-0.48073, -3.54399, -10.82290)  0.055
C (-11.52107, -1.70543, 5.21554)  -0.073
C (-11.34666, -0.90345, 6.52414)  -0.399
C (-9.81693, -0.80258, 6.93702)  -0.133
O (-9.15526, -2.16561, 6.87334)  -0.228
C (-7.71348, -2.14100, 6.97854)  -0.107
N (-11.81984, 0.47612, 6.23595)  0.025
H (-12.52765, -1.47550, 4.86621)  0.075
H (-11.29893, -2.75885, 5.38596)  0.074
H (-10.89048, -1.37592, 4.38977)  0.077
H (-11.92697, -1.31816, 7.34837)  0.128
H (-9.73631, -0.33157, 7.91669)  0.115
H (-9.27440, -0.22938, 6.18521)  0.109
H (-7.27948, -1.31539, 6.41454)  0.075
H (-7.28389, -3.03128, 6.51927)  0.081
H (-7.49335, -2.04477, 8.04174)  0.082
H (-11.05528, 1.06209, 6.53957)  0.049
H (-11.61783, 0.57369, 5.25118)  0.053
C (4.17815, -3.37722, 13.08198)  -0.062
C (3.99174, -4.07633, 11.79527)  -0.535
C (2.78431, -3.61929, 11.02635)  -0.200
O (2.61343, -4.19279, 9.72967)  -0.191
C (1.83721, -5.37130, 9.56943)  -0.101
N (5.15840, -4.31005, 11.05441)  0.059
H (4.14159, -2.28876, 13.03702)  0.083
H (5.13768, -3.66761, 13.50985)  0.085
H (3.40894, -3.67668, 13.79384)  0.083
H (3.66532, -5.09445, 12.00736)  0.129
H (2.85907, -2.55305, 10.81271)  0.127
H (1.91934, -3.69309, 11.68550)  0.129
H (1.52046, -5.64641, 8.56341)  0.085
H (0.84247, -5.21009, 9.98487)  0.078
H (2.26642, -6.21765, 10.10569)  0.087
H (4.77476, -4.29987, 10.12016)  0.068
H (5.85345, -3.57952, 11.11214)  0.077
C (-4.00734, 9.04569, -11.94230)  -0.058
C (-3.10333, 7.81444, -12.03587)  -0.471
C (-2.39239, 7.64600, -10.72911)  -0.226
O (-1.50804, 6.52180, -10.58178)  -0.191
C (-1.19408, 6.30317, -9.20267)  -0.104
N (-3.97342, 6.67950, -12.29573)  0.047
H (-3.54677, 9.86113, -11.38460)  0.075
H (-4.90098, 8.75362, -11.39074)  0.079
H (-4.23367, 9.38458, -12.95325)  0.082
H (-2.42439, 7.92091, -12.88192)  0.142
H (-3.11165, 7.57329, -9.91335)  0.127
H (-1.78960, 8.54876, -10.63020)  0.125
H (-2.01731, 6.12934, -8.50972)  0.086
H (-0.70782, 7.22674, -8.88856)  0.081
H (-0.44417, 5.51270, -9.17269)  0.088
H (-4.54449, 6.79896, -11.47129)  0.058
H (-3.31404, 5.99419, -11.95561)  0.058
C (-11.05007, 8.62531, -7.04239)  -0.078
C (-9.62349, 8.20551, -7.26332)  -0.463
C (-8.90765, 7.53821, -6.07181)  -0.143
O (-9.03724, 8.48041, -4.94415)  -0.211
C (-9.03924, 7.82512, -3.68341)  -0.123
N (-9.56539, 7.34243, -8.40705)  0.029
H (-11.43100, 9.31074, -7.79947)  0.079
H (-11.21374, 9.08150, -6.06607)  0.072
H (-11.79018, 7.82775, -6.97739)  0.076
H (-9.07649, 9.13260, -7.43478)  0.138
H (-7.83492, 7.44386, -6.24048)  0.124
H (-9.37715, 6.59006, -5.80974)  0.117
H (-8.11285, 7.29332, -3.46640)  0.078
H (-9.78003, 7.02558, -3.69208)  0.078
H (-9.21834, 8.50017, -2.84655)  0.086
H (-10.12574, 6.54954, -8.12876)  0.068
H (-10.04854, 7.72711, -9.20623)  0.072
C (5.06776, 6.32601, 1.21496)  -0.080
C (4.74786, 5.79378, -0.15131)  -0.442
C (3.75825, 6.69178, -0.89164)  -0.203
O (2.39141, 6.44463, -0.50738)  -0.180
C (1.57367, 7.56643, -0.81223)  -0.121
N (6.01813, 5.74785, -0.91639)  0.032
H (4.17504, 6.29291, 1.83950)  0.077
H (5.53584, 7.31037, 1.22082)  0.085
H (5.71051, 5.63597, 1.76161)  0.073
H (4.26895, 4.81732, -0.07874)  0.134
H (3.85133, 6.49889, -1.96039)  0.119
H (4.09670, 7.70663, -0.68275)  0.124
H (0.51348, 7.32670, -0.73076)  0.081
H (1.58659, 7.74112, -1.88807)  0.084
H (1.75639, 8.44901, -0.19924)  0.089
H (6.61497, 5.00862, -0.57371)  0.069
H (5.88386, 5.61576, -1.90867)  0.060
C (8.72368, 1.54018, 8.71185)  -0.084
C (8.84658, 1.47751, 10.22494)  -0.397
C (10.16298, 0.97454, 10.68995)  -0.254
O (10.30659, -0.34095, 10.25962)  -0.168
C (11.34817, -1.05717, 10.88741)  -0.102
N (8.52393, 2.91667, 10.53867)  0.010
H (9.01242, 0.58811, 8.26657)  0.071
H (9.31686, 2.34640, 8.28027)  0.080
H (7.72450, 1.78979, 8.35488)  0.075
H (8.07275, 0.92867, 10.76165)  0.141
H (10.23259, 1.06506, 11.77395)  0.126
H (10.98351, 1.64762, 10.44134)  0.130
H (11.08389, -1.35969, 11.90070)  0.087
H (12.23707, -0.46110, 11.09396)  0.082
H (11.66169, -1.86546, 10.22675)  0.092
H (9.28075, 3.45173, 10.13737)  0.053
H (7.74329, 3.28071, 10.01125)  0.057
C (-3.56642, 2.03877, -0.09822)  -0.070
C (-3.29294, 1.69765, 1.35252)  -0.464
C (-1.82218, 1.24141, 1.69550)  -0.235
O (-1.62648, 0.77450, 2.99847)  -0.186
C (-0.21598, 0.53500, 3.32885)  -0.064
N (-3.73088, 2.73447, 2.21456)  0.041
H (-2.84099, 2.78788, -0.41557)  0.073
H (-4.59096, 2.37566, -0.25609)  0.078
H (-3.38742, 1.24461, -0.82305)  0.073
H (-3.84716, 0.77787, 1.53944)  0.134
H (-1.21912, 2.13456, 1.53211)  0.112
H (-1.50189, 0.53990, 0.92518)  0.120
H (0.11691, -0.48572, 3.14060)  0.081
H (-0.08584, 0.72230, 4.39472)  0.079
H (0.40805, 1.24110, 2.78103)  0.079
H (-3.69372, 2.35127, 3.14831)  0.072
H (-3.07360, 3.50132, 2.21822)  0.077